This record from the Open Molecules 2025 dataset describes a cluster of 2 separate species, C2H3Cl2NS in total at a distorted geometry. The level of theory is ωB97M-V/def2-TZVPD.

Output
E_HOMO (spin up / spin down) = -0.3261 / -0.3252 Eh
E = -1451.08498 Eh
Frontier orbital gap (spin up / spin down) = 0.294 / 0.291 hartree
Spin multiplicity = 1
LUMO energy (spin up / spin down) = -0.87 / -0.93 eV

Cartesian coordinates (Å):
C (-0.8938, -3.1560, 0.7756)
C (0.4671, -0.1352, 0.4287)
N (1.0022, -1.3615, 0.2724)
S (-0.4734, -3.9907, -0.6870)
Cl (-0.2372, -3.7150, 2.2043)
Cl (-1.4152, -2.6856, -1.8746)
H (-0.3284, -0.3018, 1.2453)
H (-0.1450, 0.2552, -0.4116)
H (1.2227, 0.5753, 0.5853)


This record from the Open Molecules 2025 dataset describes a cluster of 11 separate species, C67H150N6O13 in total at a distorted geometry. The level of theory is ωB97M-V/def2-TZVPD.

Output
E_HOMO = -0.3037 Eh
SMILES = CC1(C)CCCC(C)(C)N1O.CC1(C)CCCC(C)(C)N1O.CC1(C)CCCC(C)(C)N1O.CC1(C)CCCC(C)(C)N1O.CC1(C)CCCC(C)(C)N1O.CC1(C)CCCC(C)(C)N1O.CC(C)O.CC(C)O.CC(C)O.OCCO.OCCO
E = -3949.05801 Eh
Frontier orbital gap = 0.310 hartree
Spin multiplicity = 1
LUMO energy = 0.18 eV

Cartesian coordinates (Å):
C (-2.6761, -2.7662, -2.1191)
C (-4.1709, -2.9504, -1.9100)
C (-4.8232, -3.4289, -3.2046)
O (-4.3534, -3.8606, -0.8063)
H (-2.3530, -2.1513, -2.9301)
H (-2.2413, -3.7553, -2.1180)
H (-2.2506, -2.2793, -1.2339)
H (-4.5390, -1.9858, -1.5447)
H (-5.9245, -3.4763, -3.3490)
H (-4.3698, -4.4302, -3.3385)
H (-4.4990, -2.8056, -4.0955)
H (-3.5582, -4.2946, -0.5719)
C (-0.8955, -0.0585, 4.5346)
C (-1.8806, 0.9095, 3.7973)
C (-2.8241, 0.1057, 2.8788)
O (-2.5352, 1.6807, 4.7680)
H (-1.3149, -0.9454, 5.0067)
H (-0.4429, 0.5870, 5.3154)
H (-0.1717, -0.3726, 3.7392)
H (-1.1945, 1.4965, 3.1210)
H (-3.3897, -0.5455, 3.5254)
H (-2.3129, -0.4904, 2.1209)
H (-3.6049, 0.7066, 2.3585)
H (-2.6330, 2.6244, 4.4895)
C (-5.6528, 2.8744, -4.0368)
C (-6.1623, 3.8839, -3.1011)
C (-7.6785, 3.8955, -3.0222)
O (-5.6463, 3.7057, -1.7560)
H (-4.5718, 2.9180, -4.3245)
H (-6.2460, 2.8733, -4.9129)
H (-5.7114, 1.8736, -3.5658)
H (-5.9656, 4.9400, -3.3669)
H (-8.2328, 4.1838, -3.9388)
H (-7.9604, 4.5881, -2.2453)
H (-8.0349, 2.9143, -2.6961)
H (-4.8641, 3.1182, -1.8777)
C (-4.7505, 3.4826, 2.7912)
C (-4.7883, 3.5419, 1.2569)
O (-5.0222, 4.9315, 0.8491)
O (-3.5167, 3.9980, 3.3365)
H (-4.8173, 2.4443, 3.1970)
H (-5.6967, 4.0100, 3.1519)
H (-5.5056, 2.8078, 0.8533)
H (-3.8438, 3.1865, 0.8395)
H (-4.7215, 4.9945, -0.0741)
H (-3.3742, 4.8675, 3.0394)
C (-2.3181, -4.4223, 2.5449)
C (-1.7755, -5.6011, 3.3069)
O (-0.4167, -5.8560, 3.0526)
O (-2.3177, -4.5316, 1.1397)
H (-1.7456, -3.5070, 2.8614)
H (-3.3707, -4.3393, 2.9897)
H (-2.3723, -6.4720, 3.0722)
H (-1.8916, -5.4037, 4.4032)
H (0.0228, -5.3389, 2.3403)
H (-1.4700, -4.2152, 0.7672)
C (0.7062, 4.1004, 1.8797)
C (0.9792, 5.4725, 1.3372)
C (2.3771, 5.8615, 1.8771)
C (2.9686, 6.9705, 1.0685)
C (3.1796, 6.5080, -0.3663)
C (1.8260, 6.0819, -1.0201)
N (1.1535, 5.1189, -0.1151)
O (-0.1947, 4.8341, -0.6753)
C (0.9271, 7.3106, -1.3494)
C (2.1308, 5.3307, -2.4012)
C (-0.1069, 6.5107, 1.7819)
H (0.4213, 4.1600, 2.9289)
H (1.5235, 3.3820, 1.7822)
H (-0.1206, 3.5326, 1.3605)
H (2.3129, 6.2187, 2.9514)
H (2.9954, 4.9841, 1.8629)
H (3.8422, 7.5252, 1.3670)
H (2.1964, 7.8434, 1.1248)
H (3.8409, 5.6347, -0.4178)
H (3.5682, 7.3682, -0.9654)
H (-0.0055, 6.9067, -1.7764)
H (0.6729, 7.9017, -0.4278)
H (1.4693, 8.0025, -2.0300)
H (1.2783, 4.8957, -2.8909)
H (2.6201, 6.0996, -3.0469)
H (2.7911, 4.5259, -2.1221)
H (-1.0125, 6.5019, 1.1879)
H (0.3229, 7.5300, 1.8717)
H (-0.3644, 6.2232, 2.8334)
H (-0.0161, 3.9941, -1.1225)
C (7.1748, 2.8058, -4.5757)
C (5.9404, 2.7055, -3.6627)
C (4.6385, 2.7476, -4.4826)
C (4.3758, 1.4600, -5.2648)
C (4.2707, 0.2349, -4.3116)
C (5.5064, 0.1702, -3.4609)
N (5.7846, 1.4715, -2.8274)
O (7.0275, 1.3204, -2.1820)
C (5.1201, -0.8497, -2.3766)
C (6.6751, -0.3611, -4.2521)
C (6.1420, 3.8953, -2.7091)
H (7.1143, 3.8383, -4.9743)
H (7.3023, 2.0739, -5.3654)
H (8.0423, 2.9145, -3.8886)
H (3.7508, 2.9641, -3.8376)
H (4.7428, 3.5525, -5.2278)
H (5.2014, 1.3313, -6.0207)
H (3.4448, 1.5607, -5.7887)
H (4.0365, -0.6661, -4.8771)
H (3.3535, 0.3484, -3.6431)
H (5.9920, -1.1640, -1.7830)
H (4.4263, -0.4407, -1.6553)
H (4.6906, -1.7186, -2.8358)
H (7.6129, -0.6491, -3.6636)
H (6.3124, -1.3319, -4.5726)
H (6.9384, 0.3635, -5.0246)
H (6.2298, 4.7933, -3.3036)
H (7.0098, 3.8574, -2.0874)
H (5.2429, 4.0409, -2.0794)
H (6.7338, 1.2932, -1.2530)
C (1.0660, -2.8781, 1.5820)
C (1.7783, -4.0151, 0.8338)
C (2.7898, -4.7328, 1.7162)
C (3.2530, -5.9666, 1.0430)
C (2.1404, -6.9696, 0.8928)
C (0.9653, -6.3708, -0.0730)
N (0.6774, -4.9679, 0.4385)
O (-0.1836, -4.4138, -0.5208)
C (1.4093, -6.3435, -1.6045)
C (-0.2882, -7.1981, 0.0147)
C (2.4874, -3.4133, -0.3420)
H (0.7302, -3.3559, 2.5217)
H (0.3098, -2.4240, 1.0008)
H (1.7975, -2.1317, 1.8674)
H (3.5539, -3.9847, 1.8264)
H (2.3526, -4.8457, 2.7300)
H (4.0314, -6.3071, 1.6930)
H (3.7468, -5.8484, 0.0835)
H (1.6745, -7.2753, 1.8763)
H (2.5392, -7.9140, 0.4432)
H (0.4482, -6.1260, -2.1466)
H (2.1537, -5.5961, -1.8063)
H (1.8945, -7.2780, -1.9981)
H (-0.9212, -6.9961, -0.8762)
H (-0.0457, -8.2508, -0.0460)
H (-0.8167, -7.0289, 0.9857)
H (3.2049, -4.0478, -0.7428)
H (3.0712, -2.5881, 0.0146)
H (1.7856, -2.9775, -1.0761)
H (0.3400, -4.2691, -1.3480)
C (-7.0637, -6.1277, 3.0356)
C (-7.5475, -5.1794, 1.9628)
C (-8.9751, -4.7319, 2.3404)
C (-8.8892, -3.6766, 3.4916)
C (-8.1765, -2.4465, 2.9232)
C (-6.7432, -2.8065, 2.6192)
N (-6.7005, -4.0056, 1.6881)
O (-5.3256, -4.5130, 1.6752)
C (-6.1239, -1.6154, 1.7989)
C (-5.9009, -2.8427, 3.9107)
C (-7.5553, -6.0015, 0.6068)
H (-6.8928, -5.6245, 4.0408)
H (-6.0646, -6.4358, 2.7387)
H (-7.7486, -6.9916, 3.2304)
H (-9.4529, -4.3913, 1.4464)
H (-9.6227, -5.6392, 2.6450)
H (-8.2617, -4.0722, 4.2725)
H (-9.8951, -3.5158, 4.0179)
H (-8.1684, -1.5820, 3.6092)
H (-8.6621, -2.1276, 1.9266)
H (-5.7827, -0.7449, 2.4248)
H (-5.1979, -2.0169, 1.2266)
H (-6.8179, -1.2910, 1.0477)
H (-6.2488, -2.1890, 4.7672)
H (-5.8006, -3.8590, 4.3080)
H (-4.9400, -2.4866, 3.5899)
H (-6.5000, -6.1287, 0.3147)
H (-8.0180, -5.3509, -0.1373)
H (-8.1297, -6.9082, 0.7276)
H (-4.9979, -4.0797, 0.8691)
C (-1.4827, 1.0488, -4.2269)
C (-1.2271, 2.1034, -3.2100)
C (-2.4072, 2.1161, -2.1195)
C (-2.1503, 0.9505, -1.2069)
C (-0.7896, 0.9934, -0.6012)
C (0.3835, 0.9442, -1.5591)
N (0.0481, 1.9880, -2.5328)
O (1.1042, 2.1712, -3.4060)
C (1.6406, 1.1607, -0.7559)
C (0.4445, -0.4584, -2.2188)
C (-1.2383, 3.4542, -3.9649)
H (-1.9703, 1.5031, -5.0299)
H (-2.0641, 0.1861, -3.7609)
H (-0.6148, 0.6677, -4.6711)
H (-2.2921, 3.0239, -1.5609)
H (-3.3566, 1.9216, -2.6091)
H (-2.3705, -0.0475, -1.6981)
H (-2.8317, 0.9911, -0.3202)
H (-0.6047, 0.1075, 0.1054)
H (-0.6945, 1.8067, 0.1579)
H (2.5423, 0.9975, -1.3521)
H (1.7375, 2.1016, -0.3251)
H (1.6742, 0.3537, -0.0475)
H (-0.5156, -0.8200, -2.5213)
H (1.1239, -0.5294, -3.0749)
H (0.8355, -1.2223, -1.5291)
H (-2.2452, 3.5790, -4.3376)
H (-0.5532, 3.3649, -4.8380)
H (-0.8606, 4.2338, -3.2974)
H (1.0488, 1.4934, -4.0212)
C (7.4616, 0.0823, 0.8321)
C (7.1542, 1.1765, 1.9249)
C (6.1562, 2.2458, 1.4265)
C (4.8149, 1.6792, 1.0173)
C (4.1971, 1.0769, 2.2725)
C (5.1056, 0.0326, 3.0171)
N (6.4951, 0.5981, 3.1232)
O (7.2957, -0.4872, 3.6242)
C (4.5951, -0.1526, 4.4131)
C (5.0852, -1.2940, 2.2740)
C (8.4169, 1.8971, 2.3189)
H (6.5924, -0.0493, 0.2158)
H (7.5179, -0.8657, 1.3374)
H (8.2858, 0.3315, 0.2012)
H (6.0799, 2.9303, 2.2390)
H (6.5578, 2.7119, 0.5239)
H (4.8720, 0.9470, 0.1370)
H (4.0747, 2.4185, 0.5850)
H (3.2965, 0.4545, 2.0056)
H (3.9445, 1.8908, 2.9067)
H (3.6802, -0.7997, 4.3894)
H (5.2748, -0.7267, 5.0984)
H (4.3501, 0.8334, 4.8422)
H (5.8045, -2.0355, 2.5640)
H (4.1403, -1.7825, 2.4729)
H (5.0868, -1.2164, 1.1512)
H (9.1404, 1.1252, 2.5846)
H (8.1525, 2.5491, 3.1999)
H (8.8811, 2.4981, 1.4868)
H (7.6964, -0.1089, 4.4376)